DFT (the ωB97M-V functional and the def2-TZVPD basis) results for a structure of composition C33H34N4OP2PdS.

Last column: Löwdin charge in e.
Cartesian coordinates (Å):
Pd1 0.0438 0.8762 -1.3675  0.3655
N1 -0.3717 -0.7085 -4.1272  0.1125
C1 -1.4308 -1.3307 -3.4841  -0.2852
C2 -1.3780 -2.7198 -3.2131  -0.0244
C3 -2.3842 -3.2706 -2.5246  -0.1127
C4 -3.4505 -2.5162 -2.0909  -0.1308
C5 -3.4901 -1.1749 -2.2989  -0.1095
C6 -2.4674 -0.5569 -3.0298  -0.5071
S1 -2.4832 1.1180 -3.5212  0.9620
N2 -0.8219 1.4617 -3.3157  -0.3326
C7 0.0274 0.6152 -3.7628  -0.4131
C8 1.4674 0.9128 -3.6215  -0.2810
C9 2.3907 -0.0740 -3.5032  -0.0680
C10 3.6922 0.2043 -3.1493  -0.0860
C11 4.0205 1.5360 -2.9861  -0.0501
C12 2.9980 2.5147 -3.1433  -0.1339
N3 1.7764 2.2420 -3.5170  0.1202
H1 0.3532 -1.2786 -4.4831  0.1084
H2 -0.4417 -3.2137 -3.4957  0.1224
H3 -2.2845 -4.3221 -2.2242  0.1210
H4 -4.1652 -2.9737 -1.3982  0.1098
H5 -4.3601 -0.5446 -1.9887  0.1281
H6 2.1497 -1.1516 -3.5094  0.1213
H7 4.4368 -0.6221 -2.9753  0.1229
H8 5.0567 1.8250 -2.7198  0.1108
H9 3.2939 3.5447 -3.0093  0.1052
N4 1.0497 2.6335 0.8538  0.0982
C13 1.6149 1.8184 1.7665  -0.3230
C14 2.2003 2.3562 2.9465  -0.0410
C15 2.9229 1.5614 3.8095  -0.1049
C16 3.1665 0.2124 3.5049  -0.0861
C17 2.5885 -0.3293 2.3344  -0.1447
C18 1.7325 0.3958 1.5652  -0.3411
P1 0.7920 -0.4048 0.2526  0.9773
C19 -0.5499 -1.1202 1.3531  -0.3414
C20 -1.6476 -1.6190 0.6654  -0.1260
C21 -2.7036 -2.1131 1.4101  -0.0840
C22 -2.6531 -2.2012 2.7952  -0.0889
C23 -1.4844 -1.7990 3.4625  -0.0653
C24 -0.3949 -1.2709 2.7220  -0.0709
C25 1.7642 -1.8756 -0.1904  -0.3594
C26 3.0712 -1.6637 -0.4436  -0.1384
C27 3.8217 -2.7015 -0.9971  -0.0903
C28 3.3142 -3.9864 -1.1915  -0.0664
C29 1.9499 -4.1925 -0.9063  -0.0819
C30 1.2480 -3.1559 -0.3737  -0.0887
H10 0.7250 2.2818 -0.0369  -0.0072
H11 0.4611 3.3566 1.3003  0.0610
H12 2.0864 3.4428 3.1608  0.1230
H13 3.2193 2.0590 4.7339  0.1016
H14 3.8227 -0.4072 4.1187  0.0952
H15 2.6611 -1.3794 2.2099  0.0993
H16 -1.7726 -1.4673 -0.3836  0.0584
H17 -3.6320 -2.4266 0.9339  0.0954
H18 -3.4790 -2.4653 3.4492  0.0997
H19 -1.3591 -1.8267 4.5465  0.1018
H20 0.4005 -0.7247 3.2150  0.0938
H21 3.5314 -0.7382 -0.1727  0.1060
H22 4.8560 -2.5206 -1.1149  0.0887
H23 4.0001 -4.7965 -1.5589  0.1172
H24 1.4122 -5.1005 -0.9785  0.0927
H25 0.1901 -3.2673 -0.2048  0.0925
C31 -2.2830 1.7394 2.1921  -0.1818
P2 -2.4107 3.5185 2.0741  0.5062
C32 -3.6492 3.6100 0.7388  -0.1756
C33 -3.2298 4.1450 3.5364  -0.1815
O1 -1.2211 4.2830 1.6652  -0.3611
H26 -3.1384 1.2838 2.6979  0.0691
H27 -1.4322 1.5472 2.8489  0.0486
H28 -1.9483 1.3047 1.2427  0.0409
H29 -4.7168 3.4652 1.0349  0.0642
H30 -3.3545 2.8516 0.0058  0.0386
H31 -3.5198 4.5681 0.2590  0.0403
H32 -4.1894 3.6714 3.6669  0.0421
H33 -3.2584 5.2545 3.4891  0.0724
H34 -2.7524 3.8002 4.4511  0.0495

Properties
- Calculated total energy: -2780.9638 Ha
- ΔE to the lowest compared entry with this formula, charge and spin: 20.6 kJ/mol

---

DFT (the ωB97M-V functional and the def2-TZVPD basis) results for a structure of composition C33H34N6O2SZn.

Last column: Löwdin charge in e.
Cartesian coordinates (Å):
Zn1 -0.3259 1.3940 -0.5071  0.5870
C1 2.6296 1.9496 -1.2393  -0.1638
C2 2.0882 0.9199 -2.2438  -0.1736
N1 0.6544 1.0688 -2.4835  -0.1164
C3 0.2466 1.9700 -3.5505  -0.2534
C4 0.4405 3.4523 -3.2280  -0.4329
S1 -0.3055 4.0018 -1.6569  0.8979
C5 1.1326 4.6030 -0.7244  -0.4381
C6 1.7360 3.6265 0.2990  -0.2447
N2 1.7007 2.2315 -0.1335  -0.1009
H1 2.8278 2.8924 -1.7496  0.0971
H2 3.5918 1.5969 -0.8586  0.1282
H3 2.2402 -0.0818 -1.8474  0.1069
H4 2.6630 0.9983 -3.1746  0.1248
H5 0.2650 0.1377 -2.6338  0.0862
H6 -0.8111 1.7842 -3.7442  0.1171
H7 0.7947 1.7651 -4.4804  0.1212
H8 -0.0246 4.0387 -4.0199  0.0733
H9 1.4958 3.7205 -3.2070  0.0665
H10 0.7884 5.4865 -0.1873  0.0714
H11 1.8678 4.9454 -1.4525  0.0689
H12 1.1771 3.6954 1.2298  0.0876
H13 2.7607 3.9577 0.5095  0.1261
H14 1.8779 1.6223 0.6645  0.0930
C7 -0.1851 5.2206 4.1610  -0.0922
C8 -1.1684 5.4657 3.2113  -0.0828
C9 -1.5652 4.4599 2.3407  -0.0338
C10 -0.9595 3.2168 2.4236  -0.2735
C11 0.0280 2.9585 3.3628  -0.0378
C12 0.4059 3.9646 4.2394  -0.0765
N3 -1.2944 2.1798 1.4899  0.0361
N4 -2.4945 1.8744 1.5318  0.1117
C13 -2.9504 0.9679 0.5187  -0.2979
C14 -4.1700 0.3566 0.7928  -0.0401
C15 -4.7297 -0.4778 -0.1582  -0.0948
C16 -4.0735 -0.6521 -1.3727  -0.1014
C17 -2.8548 -0.0268 -1.6141  -0.1371
C18 -2.2491 0.8105 -0.6747  -0.1422
H15 0.1187 6.0054 4.8412  0.0997
H16 -1.6335 6.4411 3.1497  0.1024
H17 -2.3309 4.6273 1.5934  0.1130
H18 0.4775 1.9725 3.3951  0.0965
H19 1.1675 3.7686 4.9830  0.1043
H20 -4.6517 0.5355 1.7466  0.1056
H21 -5.6704 -0.9767 0.0347  0.0978
H22 -4.5175 -1.2812 -2.1363  0.0998
H23 -2.3708 -0.2067 -2.5700  0.0843
O1 1.1698 0.1172 2.1427  0.0132
C19 0.8929 -0.7407 1.3110  -0.5320
N5 0.9501 -2.0923 1.5109  0.1532
C20 0.5757 -2.8290 0.3198  -0.2637
C21 0.3311 -1.6387 -0.6453  -0.4353
O2 0.0485 -1.7637 -1.8299  0.0400
N6 0.5282 -0.4817 0.0050  0.1159
C22 1.7188 -3.6732 -0.2455  -0.1411
C23 1.4872 -4.4687 -1.3650  -0.0188
C24 2.5099 -5.2287 -1.9065  -0.0734
C25 3.7777 -5.2087 -1.3353  -0.0959
C26 4.0131 -4.4159 -0.2243  -0.0859
C27 2.9876 -3.6469 0.3164  -0.0285
C28 -0.6657 -3.6781 0.5618  -0.1394
C29 -0.6107 -4.6411 1.5680  -0.0322
C30 -1.7039 -5.4449 1.8389  -0.0797
C31 -2.8712 -5.3004 1.0975  -0.0901
C32 -2.9287 -4.3499 0.0916  -0.0691
C33 -1.8301 -3.5411 -0.1807  -0.0098
H24 0.9976 -2.4835 2.4348  0.1516
H25 0.5019 -4.4835 -1.8130  0.1205
H26 2.3173 -5.8419 -2.7776  0.1024
H27 4.5739 -5.8099 -1.7550  0.0986
H28 4.9965 -4.3911 0.2277  0.0996
H29 3.1793 -3.0192 1.1766  0.1078
H30 0.3045 -4.7780 2.1350  0.1174
H31 -1.6451 -6.1889 2.6229  0.1015
H32 -3.7279 -5.9283 1.3052  0.0998
H33 -3.8349 -4.2283 -0.4882  0.1024
H34 -1.8833 -2.8019 -0.9691  0.0999

Properties
- Calculated total energy: -3934.5224 Ha

---

DFT (the ωB97M-V functional and the def2-TZVPD basis) results for a structure of composition C33H35AlAsBN6.

Last column: Löwdin charge in e.
Cartesian coordinates (Å):
Al1 -0.3910 0.5129 -0.0703  0.4182
C1 1.8724 1.9522 2.4201  -0.0071
C2 0.7840 2.7031 1.7301  -0.2661
C3 0.4328 4.0260 1.8992  0.0595
C4 -0.6334 4.2729 1.0393  -0.2193
C5 -1.3937 5.5397 0.8173  0.0159
N1 -0.8983 3.1407 0.3894  0.0644
N2 -0.0353 2.1475 0.8066  0.0428
B1 -1.9445 2.7814 -0.6937  -0.4507
N3 -2.8257 1.6135 -0.1466  0.0716
N4 -2.2688 0.3733 0.1249  0.0506
C6 -3.2778 -0.4684 0.3951  -0.2643
C7 -3.0702 -1.9222 0.6618  0.0074
C8 -4.4741 0.2273 0.3313  0.0578
C9 -4.1568 1.5320 -0.0197  -0.2230
C10 -5.0739 2.6892 -0.2539  0.0122
N5 -1.1671 2.2434 -1.9404  0.0726
N6 -0.4480 1.0587 -1.8799  0.0553
C11 -0.0783 0.7450 -3.1299  -0.2559
C12 0.6524 -0.5107 -3.4823  0.0088
C13 -0.5335 1.7286 -3.9917  0.0578
C14 -1.2180 2.6540 -3.2147  -0.2231
C15 -1.9328 3.8924 -3.6494  0.0118
H1 2.4261 2.6228 3.0721  0.1012
H2 2.5799 1.5217 1.7133  0.0804
H3 1.4727 1.1530 3.0366  0.0666
H4 0.8966 4.7395 2.5645  0.1350
H5 -0.9980 6.3224 1.4595  0.0954
H6 -2.4522 5.4096 1.0456  0.0941
H7 -1.3131 5.8712 -0.2186  0.0941
H8 -2.6159 3.7234 -0.9818  0.1286
H9 -2.0677 -2.2479 0.3980  0.0472
H10 -3.7801 -2.5038 0.0752  0.1042
H11 -3.2448 -2.1556 1.7127  0.1006
H12 -5.4626 -0.1736 0.4972  0.1352
H13 -6.0919 2.3999 -0.0074  0.0950
H14 -5.0513 3.0054 -1.2982  0.0945
H15 -4.7997 3.5475 0.3611  0.0926
H16 0.5818 -1.2674 -2.7010  0.0639
H17 1.7064 -0.3083 -3.6680  0.0867
H18 0.2304 -0.9221 -4.3977  0.1054
H19 -0.4000 1.7595 -5.0625  0.1351
H20 -1.7370 4.0710 -4.7029  0.0950
H21 -1.6043 4.7646 -3.0831  0.0923
H22 -3.0109 3.7927 -3.5144  0.0948
C16 4.2745 -1.7405 4.2700  -0.0417
C17 2.9225 -1.5777 4.5571  -0.0486
C18 2.0193 -1.3608 3.5293  -0.1261
C19 2.4876 -1.3152 2.2191  -0.3768
C20 3.8308 -1.4688 1.9136  -0.0763
C21 4.7258 -1.6826 2.9582  -0.0427
As1 1.1903 -1.2453 0.7970  1.3874
C22 2.1091 -1.7903 -0.7968  -0.3587
C23 3.0655 -1.0797 -1.5051  -0.1181
C24 3.6685 -1.6832 -2.5996  -0.0672
C25 3.2860 -2.9666 -2.9796  -0.0298
C26 2.3228 -3.6681 -2.2628  0.0095
C27 1.7315 -3.0888 -1.1463  -0.1908
C28 0.7686 -3.7451 -0.2251  -0.1786
C29 0.2962 -5.0481 -0.3307  0.0062
C30 -0.5260 -5.5681 0.6614  -0.0315
C31 -0.8766 -4.8044 1.7717  -0.0489
C32 -0.4289 -3.4953 1.8806  -0.1074
C33 0.3718 -2.9822 0.8754  -0.3221
H23 4.9781 -1.9169 5.0748  0.1208
H24 2.5711 -1.6208 5.5819  0.1204
H25 0.9669 -1.2394 3.7572  0.1053
H26 4.1899 -1.4376 0.8960  0.0980
H27 5.7797 -1.8067 2.7366  0.1205
H28 3.3523 -0.0759 -1.2142  0.1210
H29 4.4353 -1.1559 -3.1548  0.1231
H30 3.7525 -3.4327 -3.8397  0.1231
H31 2.0525 -4.6733 -2.5670  0.1220
H32 0.5836 -5.6704 -1.1708  0.1203
H33 -0.8835 -6.5876 0.5762  0.1217
H34 -1.4969 -5.2301 2.5517  0.1205
H35 -0.7059 -2.8998 2.7418  0.1107

Properties
- Calculated total energy: -4109.8491 Ha
- ΔE to the lowest compared entry with this formula, charge and spin: 9.9 kJ/mol
- Charge: +2

---

Per-record max |F|, Eh/bohr: 0.060 0.009 0.013